{"formula": "C3H14NO2", "method": "the ωB97M-V functional and the def2-TZVPD basis", "elements": ["C", "C", "C", "N", "H", "H", "H", "H", "H", "H", "H", "H", "H", "H", "H", "H", "O", "H", "H", "O"], "xyz": [[-1.88176, 0.00724, 1.22577], [-1.55570, -0.45674, -0.17276], [-1.49876, 0.65237, -1.21914], [-0.18181, -1.04272, -0.10655], [-2.15523, -0.80027, 1.88572], [-1.05256, 0.57502, 1.66035], [-2.70158, 0.71428, 1.24858], [-2.18011, -1.27601, -0.48314], [-1.13526, 1.56847, -0.77530], [-2.49155, 0.77079, -1.65475], [-0.81125, 0.37355, -2.01723], [-0.08104, -1.74234, 0.63750], [0.01368, -1.58792, -0.94740], [0.59201, -0.40145, 0.09534], [2.50683, 1.88529, 0.53703], [1.26595, 2.80476, 0.59124], [1.55464, 1.89096, 0.66796], [3.21122, -1.25632, -1.09604], [2.89304, -1.90735, 0.19716], [2.52626, -1.24706, -0.40946]], "nbo_charge": [-0.65, -0.04, -0.62, -0.68, 0.23, 0.23, 0.25, 0.22, 0.23, 0.25, 0.22, 0.43, 0.44, 0.48, 0.49, 0.49, -0.97, 0.50, 0.49, -0.98], "total_energy_ha": -327.70969, "lumo_energy_ev": -3.12, "relative_energy_kcal_mol": 8.09, "homo_lumo_gap_ev": 12.06, "total_charge": 1}


{"formula": "C25H32Cl2CuFN4O4P", "method": "the ωB97M-V functional and the def2-TZVPD basis", "elements": ["Cu", "N", "N", "C", "O", "O", "H", "H", "H", "O", "P", "C", "C", "C", "C", "C", "C", "C", "C", "C", "C", "C", "C", "C", "C", "C", "C", "C", "C", "H", "H", "H", "H", "H", "H", "H", "H", "H", "H", "H", "H", "H", "H", "H", "C", "N", "C", "C", "O", "N", "C", "C", "H", "H", "H", "H", "H", "H", "H", "H", "H", "H", "H", "H", "Cl", "C", "Cl", "H", "H", "F"], "xyz": [[1.09323, 0.51039, 0.02888], [0.90285, 1.40914, 2.24311], [0.98584, 2.76471, 1.91672], [1.66866, 3.16400, 0.74078], [1.89697, 4.35666, 0.62650], [1.98573, 2.22627, -0.08107], [0.01788, 1.20671, 2.68625], [1.68194, 1.07782, 2.80323], [1.05875, 3.43391, 2.66780], [-0.64807, 1.46004, -0.27764], [-2.01765, 0.91192, -0.57324], [-2.33086, -0.66568, 0.24433], [-2.61139, -1.84147, -0.43896], [-2.70592, -3.03852, 0.25664], [-2.51922, -3.06292, 1.63038], [-2.26532, -1.88422, 2.32152], [-2.17340, -0.68916, 1.62978], [-3.23648, 2.04253, 0.10587], [-4.60484, 1.78410, 0.03749], [-5.50096, 2.66428, 0.62034], [-5.03142, 3.79071, 1.28727], [-3.66945, 4.04160, 1.36620], [-2.76572, 3.17085, 0.77130], [-2.28085, 0.69093, -2.33668], [-1.34685, -0.10744, -3.00310], [-1.42978, -0.25486, -4.37815], [-2.43001, 0.39549, -5.09100], [-3.35098, 1.19448, -4.43021], [-3.27927, 1.34419, -3.05232], [-2.73754, -1.82756, -1.51357], [-2.90956, -3.95847, -0.27588], [-2.57272, -4.00202, 2.16620], [-2.14303, -1.90084, 3.39722], [-1.97796, 0.23729, 2.15813], [-4.96690, 0.89115, -0.46036], [-6.56446, 2.47287, 0.56050], [-5.73469, 4.47671, 1.74201], [-3.30851, 4.91726, 1.88956], [-1.69789, 3.35928, 0.80699], [-0.56209, -0.59776, -2.43235], [-0.70809, -0.87265, -4.89688], [-2.48609, 0.28529, -6.16649], [-4.12023, 1.71184, -4.98854], [-3.99063, 1.98179, -2.54414], [3.63186, -0.69748, -1.60339], [3.28214, -1.86914, -0.81238], [2.78816, -2.99217, -1.59651], [2.83785, -1.65816, 0.45119], [2.61165, -0.50710, 0.88527], [2.67223, -2.73419, 1.26447], [1.95222, -2.54255, 2.50886], [3.51297, -3.91505, 1.20549], [4.44632, -0.95726, -2.27999], [3.94872, 0.11309, -0.95264], [2.76951, -0.35848, -2.18556], [2.16665, -2.60400, -2.40574], [2.16224, -3.63618, -0.98754], [3.61091, -3.56889, -2.02512], [1.20650, -1.76366, 2.37686], [2.62411, -2.26069, 3.32578], [1.45150, -3.47567, 2.77044], [4.22221, -3.83908, 0.38792], [2.91530, -4.82091, 1.07751], [4.07487, -4.00815, 2.13935], [4.75727, 1.96070, 1.09458], [6.45305, 1.87025, 1.57285], [7.40930, 3.22093, 0.93937], [6.87095, 0.95254, 1.17782], [6.51064, 1.89877, 2.65387], [0.49784, -1.07811, -0.74717]], "nbo_charge": [1.55, -0.70, -0.54, 0.87, -0.69, -0.86, 0.36, 0.36, 0.37, -1.15, 1.97, -0.43, -0.16, -0.21, -0.19, -0.24, -0.12, -0.43, -0.20, -0.21, -0.21, -0.15, -0.20, -0.36, -0.21, -0.20, -0.19, -0.22, -0.19, 0.23, 0.22, 0.21, 0.21, 0.20, 0.22, 0.22, 0.22, 0.21, 0.26, 0.27, 0.22, 0.22, 0.22, 0.22, -0.42, -0.44, -0.40, 0.85, -0.77, -0.44, -0.40, -0.41, 0.20, 0.25, 0.20, 0.21, 0.22, 0.19, 0.23, 0.19, 0.20, 0.22, 0.20, 0.20, 0.01, -0.40, -0.04, 0.21, 0.21, -0.86], "total_energy_ha": -4494.00862, "multiplicity": 2, "lumo_energy_ev": [0.43, 0.41], "relative_energy_kcal_mol": 13.70, "homo_lumo_gap_ev": [8.89, 8.87], "total_charge": 0}


{"formula": "C39H42F6FeN6O8S2", "method": "the ωB97M-V functional and the def2-TZVPD basis", "elements": ["Fe", "C", "C", "C", "C", "C", "C", "C", "C", "C", "C", "C", "C", "N", "C", "O", "C", "C", "C", "C", "C", "N", "C", "O", "N", "C", "C", "C", "C", "C", "C", "C", "C", "C", "C", "C", "C", "H", "H", "H", "H", "H", "H", "H", "H", "H", "H", "H", "H", "H", "H", "H", "H", "H", "H", "H", "H", "H", "H", "H", "H", "H", "H", "H", "H", "H", "H", "H", "H", "H", "H", "H", "H", "H", "O", "N", "N", "O", "C", "C", "C", "C", "C", "C", "H", "H", "H", "H", "H", "F", "C", "F", "F", "S", "O", "O", "N", "S", "O", "O", "C", "F", "F", "F"], "xyz": [[-0.53839, -0.11583, -0.55988], [0.82840, 4.34808, 2.16473], [1.09136, 2.84774, 1.97634], [2.56169, 2.53506, 2.26737], [0.12668, 2.04415, 2.83701], [0.40309, 1.93341, 4.19509], [-0.44704, 1.25453, 5.04709], [-1.61403, 0.71946, 4.53645], [-1.95122, 0.81830, 3.18616], [-3.33917, 0.30557, 2.81971], [-3.32210, -0.98624, 2.01146], [-4.18081, 1.38044, 2.12257], [-1.04827, 1.45521, 2.30945], [-1.23174, 1.50251, 0.89542], [-1.53484, 2.67020, 0.32593], [-2.03270, 3.66875, 0.84979], [-1.19019, 2.71107, -1.12918], [-1.64700, 3.67953, -1.99875], [-1.19133, 3.64573, -3.31139], [-0.30568, 2.65110, -3.70629], [0.07695, 1.71318, -2.76901], [-0.33564, 1.76985, -1.50995], [1.03566, 0.59637, -3.04912], [1.55121, 0.51999, -4.16646], [1.19314, -0.20709, -1.99301], [2.36237, -1.00091, -1.88612], [2.29714, -2.39307, -1.69640], [3.47427, -3.13241, -1.63624], [4.71306, -2.52648, -1.73227], [4.77461, -1.15037, -1.85551], [3.62544, -0.37230, -1.91570], [3.78950, 1.13868, -1.98778], [4.61774, 1.65634, -0.80821], [4.41493, 1.56339, -3.32053], [0.97854, -3.13434, -1.63609], [0.67005, -3.75300, -3.00171], [0.94612, -4.19337, -0.53172], [1.49435, 4.93552, 1.52574], [-0.20236, 4.59453, 1.91365], [1.00844, 4.63353, 3.20578], [0.91065, 2.58757, 0.93505], [2.86326, 2.89277, 3.25537], [2.75345, 1.46420, 2.20643], [3.19275, 3.03727, 1.53042], [1.30183, 2.38983, 4.59382], [-0.21437, 1.16364, 6.10195], [-2.30815, 0.22273, 5.20664], [-3.82832, 0.07204, 3.76861], [-2.79659, -0.84625, 1.07641], [-2.83296, -1.78611, 2.56878], [-4.34172, -1.29150, 1.77119], [-3.71782, 1.69706, 1.18951], [-5.16972, 0.97949, 1.88551], [-4.29198, 2.26112, 2.75755], [-2.32625, 4.43311, -1.62568], [-1.53090, 4.38651, -4.02525], [0.08958, 2.57160, -4.70929], [3.41704, -4.20955, -1.52390], [5.62043, -3.11761, -1.70094], [5.74426, -0.66502, -1.89797], [2.80457, 1.59525, -1.90901], [5.64928, 1.29892, -0.85631], [4.64084, 2.75005, -0.81920], [4.18322, 1.33247, 0.13952], [5.39304, 1.09172, -3.45148], [3.77177, 1.26625, -4.14767], [4.55007, 2.64898, -3.35366], [0.20133, -2.41574, -1.42568], [1.43382, -4.49071, -3.26255], [-0.30819, -4.24003, -2.99842], [0.65733, -2.98174, -3.77516], [1.50221, -5.08862, -0.82035], [1.37590, -3.80935, 0.39612], [-0.08646, -4.48732, -0.32874], [1.18252, 0.10262, 0.65194], [1.21216, -0.56219, 1.71478], [0.30688, -1.45014, 1.74296], [-0.51609, -1.61547, 0.72734], [0.16986, -2.30077, 2.89135], [-0.70199, -3.37078, 2.81202], [-0.84003, -4.21232, 3.90768], [-0.11965, -3.97638, 5.06774], [0.74245, -2.88690, 5.13235], [0.89446, -2.04231, 4.04691], [-1.26064, -3.53175, 1.90172], [-1.51773, -5.05477, 3.84887], [-0.23237, -4.63118, 5.92267], [1.29664, -2.68733, 6.04092], [1.55195, -1.18552, 4.08767], [-1.06141, -0.85344, -5.35483], [-2.22845, -0.59614, -4.79103], [-3.20693, -0.86825, -5.65573], [-2.29522, 0.69968, -4.48261], [-2.46671, -1.59795, -3.27765], [-1.38066, -1.18056, -2.39487], [-2.45723, -2.94361, -3.74227], [-3.89779, -1.16363, -2.80752], [-4.17226, -0.25984, -1.54723], [-2.97977, 0.34012, -0.97237], [-5.12210, -0.86577, -0.67162], [-5.09972, 1.15120, -2.25995], [-4.34701, 1.88184, -3.07778], [-5.52556, 1.92393, -1.26527], [-6.15307, 0.69779, -2.93625]], "mulliken_spin": [4.17, 0.00, -0.01, 0.01, 0.01, -0.01, 0.02, -0.01, 0.01, 0.00, 0.00, 0.00, 0.03, 0.10, 0.03, 0.01, 0.02, 0.00, 0.00, 0.00, 0.06, 0.03, 0.00, 0.01, 0.10, 0.05, 0.00, -0.02, 0.01, -0.01, 0.01, 0.00, 0.00, 0.00, -0.01, 0.00, 0.00, 0.00, 0.00, 0.00, 0.01, 0.00, 0.00, 0.00, 0.00, 0.00, 0.00, 0.00, 0.02, 0.00, 0.00, 0.00, 0.00, 0.00, 0.00, 0.00, 0.00, 0.00, 0.00, 0.00, 0.00, 0.00, 0.00, 0.00, 0.00, 0.00, 0.00, 0.00, 0.00, 0.00, 0.00, 0.00, 0.00, 0.00, 0.15, -0.02, 0.03, 0.11, 0.01, 0.00, 0.00, 0.00, 0.00, -0.01, 0.00, 0.00, 0.00, 0.00, 0.00, 0.00, 0.00, 0.00, 0.00, 0.00, 0.04, 0.00, 0.00, 0.01, 0.00, 0.00, 0.00, 0.00, 0.00, 0.00], "total_energy_ha": -5101.17539, "multiplicity": 6, "lumo_energy_ev": [2.30, 1.12], "homo_lumo_gap_ev": [7.86, 6.63], "total_charge": -1}


{"formula": "C27H29I2O9P", "method": "the ωB97M-V functional and the def2-TZVPD basis", "elements": ["C", "C", "C", "C", "C", "C", "C", "C", "C", "O", "O", "C", "C", "C", "C", "O", "O", "C", "I", "C", "C", "C", "O", "C", "C", "P", "O", "O", "O", "C", "C", "C", "C", "I", "C", "C", "C", "C", "O", "H", "H", "H", "H", "H", "H", "H", "H", "H", "H", "H", "H", "H", "H", "H", "H", "H", "H", "H", "H", "H", "H", "H", "H", "H", "H", "H", "H", "H"], "xyz": [[1.31280, 3.21530, 3.07760], [1.54856, 2.22884, 4.24193], [0.64370, 0.96649, 4.18482], [0.50450, 0.50086, 2.72548], [0.24171, -1.03352, 2.58987], [0.50208, -1.37432, 1.13100], [1.76458, -1.81066, 0.73264], [2.87138, -1.93930, 1.75387], [2.94453, -3.29768, 2.46396], [3.95851, -3.57375, 3.06427], [1.88274, -4.16696, 2.47439], [1.96807, -2.08287, -0.61479], [3.35084, -2.55518, -1.02225], [4.29669, -1.37746, -1.42020], [5.71649, -1.73280, -1.00652], [6.54086, -2.22132, -1.73260], [6.04883, -1.41664, 0.31104], [0.94847, -1.90959, -1.53084], [1.41892, -2.31330, -3.57421], [-0.30738, -1.47920, -1.14342], [-0.51429, -1.22248, 0.21197], [-1.91893, -0.78519, 0.56767], [-2.52922, -1.17885, 1.53654], [-2.58084, 0.16262, -0.41360], [-3.38316, 1.19718, 0.05708], [-3.78861, 1.60140, 1.77596], [-4.58937, 2.83399, 1.85471], [-4.59470, 0.43344, 2.52952], [-2.45082, 1.80332, 2.61885], [-3.97576, 2.01121, -0.88361], [-3.74581, 1.81538, -2.21862], [-2.93242, 0.81637, -2.70173], [-2.68529, 0.66974, -4.20503], [-0.55092, 0.78219, -4.62277], [-3.42959, 1.73464, -5.05607], [-2.79193, 2.04835, -6.43466], [-2.35262, -0.04719, -1.75669], [-1.46532, -1.24146, -2.10697], [-1.65790, -1.93047, -3.08525], [1.73332, 4.20576, 3.28202], [0.26188, 3.33074, 2.79387], [1.85858, 2.84678, 2.20089], [2.60258, 1.93006, 4.22155], [1.33543, 2.77096, 5.17146], [1.07900, 0.13917, 4.75550], [-0.33901, 1.21363, 4.60012], [-0.29896, 0.99256, 2.17274], [1.42066, 0.68324, 2.14433], [-0.76496, -1.30990, 2.90109], [0.93448, -1.55222, 3.25746], [3.85810, -1.75763, 1.32927], [2.75029, -1.19091, 2.54257], [1.75737, -4.53862, 1.59068], [3.29473, -3.30504, -1.81433], [3.84388, -3.05700, -0.18132], [4.24211, -1.24123, -2.50080], [4.03044, -0.47508, -0.86117], [6.09379, -2.22084, 0.84444], [-5.43562, 0.31478, 2.06812], [-2.53108, 2.60332, 3.15368], [-4.61795, 2.80751, -0.51999], [-4.25380, 2.50995, -2.87491], [-3.05930, -0.32502, -4.45741], [-3.53615, 2.69698, -4.55594], [-4.41791, 1.31554, -5.28551], [-3.58581, 2.52184, -7.03083], [-2.46507, 1.15403, -6.96689], [-2.01038, 2.80552, -6.35398]], "nbo_charge": [-0.61, -0.39, -0.40, -0.39, -0.46, 0.15, -0.07, -0.57, 0.80, -0.54, -0.71, 0.06, -0.44, -0.52, 0.79, -0.53, -0.74, -0.16, 0.18, -0.07, -0.18, 0.56, -0.50, 0.00, -0.46, 2.35, -1.12, -0.95, -1.00, -0.14, -0.21, 0.02, -0.31, 0.10, -0.43, -0.61, -0.15, 0.57, -0.51, 0.21, 0.20, 0.20, 0.20, 0.20, 0.20, 0.21, 0.22, 0.19, 0.25, 0.20, 0.26, 0.26, 0.50, 0.25, 0.20, 0.25, 0.23, 0.50, 0.51, 0.53, 0.26, 0.23, 0.25, 0.21, 0.22, 0.21, 0.22, 0.22], "total_energy_ha": -2660.27498, "lumo_energy_ev": -1.10, "homo_lumo_gap_ev": 7.94, "smiles": "CCCCCc1c(CC(=O)O)c(CCC(=O)O)c(I)c2c1C(=O)c1c(P(=O)(O)O)ccc([C@H](I)CC)c1C2=O", "total_charge": 0}